[1]
{"formula": "C27H28BrN10OPS4V", "method": "ωB97M-V/def2-TZVPD", "e_tot_ev": -193760.8267, "mol_weight_g_mol": 798.7, "s2": 0.92, "spin_multiplicity": 2, "elements": ["V", "Br", "C", "C", "C", "C", "C", "C", "N", "N", "C", "C", "C", "C", "O", "C", "N", "C", "C", "C", "C", "H", "H", "H", "H", "H", "H", "H", "H", "H", "N", "C", "C", "N", "C", "C", "N", "C", "C", "N", "H", "H", "H", "H", "H", "H", "S", "S", "S", "S", "C", "N", "C", "N", "C", "N", "C", "P", "C", "C", "H", "H", "H", "H", "H", "H", "H", "H", "H", "H", "H", "H", "H"], "coordinates": [[-0.2376, 0.1603, -0.2850], [-4.8922, -5.8720, 0.1735], [-5.2941, -4.3129, 1.1726], [-6.4980, -3.6644, 0.9927], [-6.7684, -2.5112, 1.7274], [-5.8313, -1.9820, 2.6033], [-4.6358, -2.6783, 2.7947], [-4.3696, -3.8410, 2.0887], [-6.2042, -0.8494, 3.4093], [-5.3620, -0.0149, 3.7958], [-4.1286, 0.1820, 3.1255], [-3.0449, 0.4857, 3.9428], [-1.7297, 0.5466, 3.4864], [-1.4844, 0.3655, 2.1303], [-0.3204, 0.2827, 1.5830], [-2.6066, 0.1698, 1.2487], [-2.2557, 0.0190, -0.0738], [-3.2337, -0.1273, -0.9675], [-4.5830, -0.0807, -0.5976], [-4.9366, 0.0393, 0.7209], [-3.9290, 0.1075, 1.7147], [-7.2250, -4.0510, 0.2905], [-7.7154, -1.9909, 1.6091], [-3.9269, -2.3113, 3.5271], [-3.4484, -4.3840, 2.2498], [-3.2525, 0.5791, 5.0054], [-0.8948, 0.7119, 4.1578], [-2.9368, -0.2766, -1.9969], [-5.3472, -0.1367, -1.3633], [-5.9814, 0.0911, 0.9949], [0.1198, 3.8624, -1.8383], [0.0239, 4.3498, -0.5468], [-0.2606, 3.2876, 0.2449], [-0.3365, 2.1508, -0.5401], [-0.0943, 2.5263, -1.7893], [-0.0932, 1.4750, -2.7701], [-0.2848, 0.2243, -2.3323], [-0.2998, -0.5836, -3.4653], [-0.1161, 0.1767, -4.5665], [0.0087, 1.4845, -4.1181], [0.3657, 4.4030, -2.6433], [0.1674, 5.3954, -0.3206], [-0.3974, 3.2493, 1.3132], [-0.4464, -1.6511, -3.4012], [-0.0511, -0.0811, -5.6136], [0.2270, 2.2773, -4.6871], [2.1366, 0.3258, -0.5411], [3.3087, 0.8289, 1.1471], [2.3281, 1.1971, 2.9284], [1.9931, -0.4889, 4.0302], [-0.4069, -5.0493, 1.6099], [-0.1941, -3.8921, 2.5791], [1.3060, -3.7895, 2.9297], [2.0783, -3.7032, 1.7458], [1.8348, -4.8291, 0.8593], [0.4240, -4.9133, 0.4594], [0.0250, -3.7809, -0.4099], [0.2147, -2.1028, 0.4060], [-0.6801, -2.5950, 1.9803], [1.9267, -2.3952, 1.0669], [-1.4559, -5.0503, 1.3236], [-0.1705, -5.9667, 2.1456], [-0.7065, -4.0681, 3.4400], [1.5520, -4.6819, 3.5041], [1.4368, -2.8902, 3.5278], [2.1067, -5.7559, 1.3696], [2.4481, -4.7202, -0.0318], [-1.0160, -3.9192, -0.7172], [0.6399, -3.8032, -1.3118], [-1.7496, -2.6822, 1.7797], [-0.5136, -1.8124, 2.7176], [2.1607, -1.6000, 1.7715], [2.6248, -2.3277, 0.2402]], "atomic_forces_ev_per_a": [[1.095, -0.667, -0.670], [0.020, -0.001, 0.004], [0.046, -0.054, -0.047], [-0.216, 0.255, 0.064], [-0.162, 0.053, -0.184], [0.059, 0.029, -0.210], [0.050, -0.079, 0.197], [-0.028, 0.269, 0.167], [0.316, -0.711, 0.445], [-0.275, 0.603, -0.737], [0.369, -0.064, 0.368], [-0.317, -0.249, 0.061], [0.012, 0.184, -0.011], [-0.384, -0.157, 0.055], [-0.214, 0.415, 1.551], [-0.036, -0.001, -0.015], [-1.480, -0.131, -0.084], [0.395, 0.073, 0.508], [-0.153, -0.006, 0.070], [0.027, -0.038, 0.007], [-0.152, 0.051, -0.164], [0.010, 0.028, 0.036], [0.088, -0.124, -0.002], [0.058, -0.038, -0.082], [-0.005, -0.020, 0.057], [0.042, 0.069, -0.090], [0.009, -0.055, -0.055], [0.041, 0.076, -0.025], [0.072, -0.017, 0.021], [0.024, 0.014, 0.024], [0.056, 0.388, -0.041], [-0.008, 0.073, -0.245], [-0.091, -0.310, -0.122], [-0.040, 0.646, 0.201], [-0.093, -0.414, -0.177], [-0.041, 0.179, 0.382], [-0.209, 0.013, -0.868], [-0.092, 0.113, 0.441], [0.058, 0.306, -0.159], [0.086, -0.183, -0.315], [0.059, 0.070, -0.089], [-0.010, -0.166, -0.042], [0.067, -0.051, -0.051], [0.069, 0.119, 0.028], [-0.017, 0.077, 0.193], [0.038, 0.110, -0.126], [0.463, 0.191, -0.421], [-0.062, -0.171, 0.439], [0.035, 0.124, -0.488], [-0.131, -0.181, 0.108], [0.199, 0.179, -0.195], [-0.034, 0.188, -0.325], [0.200, -0.046, -0.195], [0.007, 0.105, -0.216], [-0.210, 0.270, 0.179], [-0.070, 0.060, -0.181], [-0.036, 0.068, 0.190], [0.669, -1.158, 0.625], [-0.010, 0.097, -0.176], [-0.194, -0.409, -0.003], [-0.122, 0.020, 0.008], [0.078, -0.027, 0.093], [-0.077, 0.014, 0.082], [-0.079, -0.137, -0.020], [-0.053, 0.208, 0.084], [-0.019, -0.016, 0.006], [0.018, -0.005, -0.041], [0.018, -0.057, -0.009], [0.004, -0.039, 0.013], [-0.045, -0.101, 0.064], [0.151, 0.048, 0.114], [0.027, 0.085, 0.092], [0.133, 0.012, -0.099]]}

---

[2]
{"formula": "C27H28Cl2CrN2O4Si", "method": "ωB97M-V/def2-TZVPD", "total_charge": -1, "e_tot_ev": -100955.1582, "mol_weight_g_mol": 595.5, "s2": 3.82, "spin_multiplicity": 4, "elements": ["Cr", "O", "C", "C", "C", "C", "C", "C", "C", "N", "C", "C", "N", "C", "C", "C", "C", "C", "C", "C", "O", "H", "H", "H", "H", "H", "H", "H", "H", "H", "H", "H", "H", "H", "H", "Cl", "C", "C", "C", "Cl", "C", "O", "C", "C", "O", "C", "H", "H", "H", "C", "Si", "C", "C", "C", "H", "H", "H", "H", "H", "H", "H", "H", "H", "H", "H"], "coordinates": [[0.1436, -0.0513, 0.1579], [2.0237, -0.0317, -0.2393], [3.1828, 0.5718, -0.3382], [4.0096, 0.3296, -1.4509], [5.1783, 1.0373, -1.6576], [5.5903, 2.0157, -0.7587], [4.8367, 2.2075, 0.3879], [3.6851, 1.4691, 0.6323], [3.0653, 1.5135, 1.9657], [2.9310, 0.4414, 2.6166], [2.2242, 0.4838, 3.8657], [0.9348, -0.3066, 3.6847], [0.1205, 0.3105, 2.6464], [-0.9013, 0.9506, 3.0637], [-1.8946, 1.5702, 2.1692], [-3.0632, 1.0396, 2.5888], [-4.6558, 1.5756, -0.0776], [-3.6749, 2.5733, -0.2986], [-2.3582, 2.8587, 0.0251], [-1.4620, 2.0940, 0.8528], [-0.2653, 1.9454, 0.4688], [3.6853, -0.4158, -2.1628], [5.7706, 0.8328, -2.5427], [6.4918, 2.5888, -0.9323], [5.1666, 2.9172, 1.1406], [2.7455, 2.4826, 2.3780], [1.9713, 1.5101, 4.1771], [2.8322, 0.0197, 4.6473], [0.3939, -0.3457, 4.6391], [1.1831, -1.3245, 3.3766], [-1.1603, 0.9685, 4.1252], [-4.9967, 0.4298, 2.7057], [-5.7278, 0.0767, 0.8907], [-4.0204, 3.1914, -1.1287], [-1.8478, 3.5621, -0.6238], [-5.1951, -4.9098, 1.8917], [-4.1404, -3.5676, 1.5044], [-4.6339, -2.2502, 1.6177], [-3.8350, -1.2049, 1.3073], [-4.5558, 0.6347, 1.3807], [-2.4819, -1.3654, 0.8536], [-1.7665, -0.3850, 0.5399], [-2.0090, -2.7120, 0.7962], [-0.6450, -2.9664, 0.4502], [0.2278, -2.1387, 0.1739], [-2.8585, -3.7920, 1.1183], [-5.6518, -2.0822, 1.9629], [-0.3468, -4.0273, 0.4344], [-2.4852, -4.8069, 1.0461], [1.4995, -1.9268, -3.0807], [0.5306, -0.3249, -3.2667], [1.6198, 1.1483, -3.7199], [-0.6068, -0.5803, -4.7592], [-0.5175, 0.0356, -1.7891], [2.1345, -2.1197, -3.9500], [0.8002, -2.7633, -2.9866], [2.1162, -1.9112, -2.1809], [1.1642, 1.6922, -4.5522], [2.6271, 0.8654, -4.0233], [1.7152, 1.8356, -2.8777], [-0.0394, -0.8474, -5.6561], [-1.1644, 0.3347, -4.9750], [-1.3339, -1.3745, -4.5713], [-1.3859, -0.6333, -1.7969], [-0.9202, 1.0519, -1.8867]], "atomic_forces_ev_per_a": [[0.154, 0.002, 0.051], [0.164, -0.055, 0.100], [-0.114, 0.024, -0.045], [-0.049, 0.066, -0.085], [-0.004, 0.008, -0.012], [0.010, -0.002, 0.004], [0.014, -0.016, 0.010], [0.035, 0.002, -0.005], [-0.090, 0.022, -0.011], [0.150, 0.017, 0.045], [-0.067, 0.033, 0.007], [-0.004, 0.018, 0.019], [-0.178, -0.261, 0.028], [0.252, 0.207, -0.169], [-0.014, -0.759, -0.190], [0.036, 1.063, -0.035], [-0.615, 0.360, 0.529], [0.679, -0.165, 0.268], [-0.124, -0.308, 0.042], [-0.376, 0.298, 0.065], [-0.100, -0.038, 0.007], [-0.012, 0.012, -0.054], [-0.004, 0.000, 0.001], [-0.001, 0.001, 0.000], [0.001, -0.003, 0.001], [-0.026, -0.011, -0.004], [0.024, -0.001, 0.023], [-0.015, -0.031, -0.010], [-0.014, -0.035, -0.014], [0.023, 0.010, -0.003], [0.058, 0.027, 0.029], [-0.247, -0.263, 0.270], [0.022, 0.165, -0.134], [-0.036, 0.029, 0.040], [0.058, -0.066, -0.039], [0.020, 0.066, -0.004], [-0.347, -0.016, 0.129], [-0.118, 0.087, -0.001], [0.530, -0.002, 0.223], [0.323, -0.525, -1.003], [-0.407, -0.338, 0.201], [-0.036, 0.364, -0.243], [-0.072, 0.032, 0.147], [-0.012, -0.021, -0.101], [0.180, 0.122, 0.097], [0.307, -0.023, -0.152], [-0.023, -0.005, -0.036], [-0.004, 0.003, -0.012], [0.030, 0.014, 0.007], [0.025, 0.012, 0.045], [-0.033, -0.002, -0.024], [-0.003, 0.002, 0.043], [0.013, -0.047, -0.007], [0.007, -0.024, -0.053], [0.007, 0.004, 0.003], [0.001, 0.003, -0.007], [-0.039, -0.019, -0.008], [-0.014, 0.018, 0.036], [0.058, -0.038, -0.031], [0.038, -0.008, 0.033], [0.001, 0.009, -0.004], [-0.008, -0.004, 0.008], [0.005, -0.009, -0.007], [0.003, -0.007, -0.066], [-0.021, 0.000, 0.058]]}